Density functional theory data (ωB97M-V/def2-TZVPD) for the ion C4H7INS with charge +1 in a non-equilibrium geometry.

XYZ file:
```
14
Properties=species:S:1:pos:R:3:forces:R:3
C 1.3909 -0.3261 -2.1075 -0.27 0.94 0.92
C 0.7028 2.0190 -0.4815 0.94 -1.52 0.38
C 1.1429 -0.2459 0.6927 1.32 1.28 1.60
C -1.2102 0.3526 0.1263 -0.92 -3.00 2.04
N 0.0804 0.8657 0.4524 2.25 1.16 -0.72
S 1.5110 -1.3663 -0.9279 -0.01 1.24 1.19
I -0.6403 2.8728 -1.6717 -0.61 0.44 -0.43
H 1.5907 -0.5276 -3.1486 0.01 -0.47 -0.11
H 2.0508 0.2925 1.2308 -1.28 -0.86 -2.18
H 0.9013 -0.9026 1.5555 -0.91 0.11 -0.89
H -2.0441 0.9996 0.2190 -0.30 1.21 -0.11
H -1.0228 0.0646 -0.8834 -0.96 -1.04 -0.71
H -1.4627 -0.4778 0.9209 0.58 1.07 -2.01
H 0.0691 1.5696 1.1954 0.14 -0.56 1.04
```
Forces are in eV/Å.

Results
E_HOMO in eV: -12.8
ΔE to the lowest compared entry with this formula, charge and spin in kJ/mol: 567.7
Charge: +1